Record 1
The following is a quantum chemistry calculation of a molecular structure, C23H26HgNOS in a non-equilibrium geometry, from OMol25.

Each line ends with the Löwdin spin population.
Geometry (Å):
Hg 0.02568 -0.00113 -0.14568  0.0040
C 2.33476 -0.36345 -0.69172  0.0008
C 2.87236 -1.50844 0.02236  0.0001
C 3.48915 -1.37407 1.28237  0.0005
C 3.98612 -2.46562 1.97281  0.0002
C 3.87947 -3.75385 1.45365  0.0000
C 3.27392 -3.91093 0.21098  0.0000
C 2.79450 -2.81787 -0.49145  0.0002
H 2.24756 -0.47878 -1.76922  0.0002
H 2.73775 0.60045 -0.39275  0.0000
H 3.55113 -0.38348 1.71882  0.0002
H 4.45966 -2.31274 2.93688  0.0002
H 4.23578 -4.61105 2.01219  0.0000
H 3.18370 -4.90233 -0.22129  0.0000
H 2.31584 -2.96526 -1.45425  0.0000
O 0.93016 0.58943 2.54007  0.0119
S -0.43464 0.15242 3.04410  0.1021
C -0.33766 0.01288 4.75729  0.1786
C -1.50284 0.25248 5.53856  0.0813
C -1.46397 0.15037 6.90674  0.0608
C -0.26563 -0.21132 7.57858  0.2049
C 0.87503 -0.49170 6.80237  0.0376
C 0.86111 -0.38956 5.43022  0.1219
C -0.54740 -1.58896 2.60924  0.0445
C 0.53633 -2.45557 2.73589  0.0358
C 0.33728 -3.82485 2.63067  0.0032
C -0.93469 -4.33759 2.40266  0.0375
C -2.00937 -3.46407 2.24446  0.0056
C -1.82047 -2.09656 2.35205  0.0255
H -2.42066 0.53546 5.03154  0.0042
H -2.36559 0.34648 7.47935  0.0008
H -0.22892 -0.26062 8.66024  0.0202
H 1.79612 -0.78544 7.29891  -0.0025
H 1.75471 -0.57947 4.84826  0.0095
H 1.52657 -2.04986 2.88372  0.0039
H 1.18503 -4.49616 2.70721  -0.0006
H -1.08605 -5.40872 2.32518  0.0032
H -2.99613 -3.85715 2.02572  -0.0003
H -2.63991 -1.40128 2.20896  0.0015
C -3.98287 0.74476 -1.39245  0.0001
C -2.44196 0.78157 -1.51401  0.0003
C -2.07302 0.02853 -2.81321  0.0002
C -2.03829 2.26086 -1.72019  0.0001
N -1.96800 0.19138 -0.29049  0.0014
H -4.47384 1.25299 -2.23444  0.0000
H -4.27151 1.22626 -0.45625  0.0000
H -4.31364 -0.29591 -1.35723  0.0000
H -2.52356 0.49798 -3.70136  0.0000
H -2.42017 -1.00528 -2.74643  0.0000
H -0.98602 0.01935 -2.93673  0.0001
H -2.57124 2.72608 -2.56396  0.0000
H -0.96227 2.32374 -1.91023  0.0001
H -2.25861 2.81967 -0.80849  0.0000

Values from the calculation:
E: -42816.020 eV
Spin multiplicity: 2
Charge: -2
Frontier orbital gap (spin up / spin down): 0.1290 / 0.1984 hartree
Expectation value of S²: 0.765
Strongest force on any atom: 1.6 eV Å⁻¹

---

Record 2
The following is a quantum chemistry calculation of a molecular structure, C23H26N4O3Zn in a non-equilibrium geometry, from OMol25.

Each line ends with the natural charge from an NBO analysis.
Geometry (Å):
C -4.34956 0.04819 -1.31665  -0.4275
C -4.86279 -1.35728 -1.33638  0.0350
H -4.74812 0.62123 -2.15794  0.2382
H -4.71148 0.49156 -0.35456  0.2076
C -4.23031 -2.31125 -0.61503  -0.0174
C -2.85388 -2.09362 -0.00763  -0.4135
H -2.12121 -2.64754 -0.62524  0.2206
H -2.77474 -2.56942 0.98079  0.2063
C -6.08890 -1.62708 -2.14795  -0.6576
H -6.38777 -0.71847 -2.67928  0.2242
H -6.94951 -1.94043 -1.54610  0.2375
H -5.94925 -2.39043 -2.92457  0.2368
C -4.84426 -3.66937 -0.55470  -0.6486
H -4.87596 -4.13628 -1.55438  0.2344
H -5.89311 -3.59097 -0.22283  0.2360
H -4.32524 -4.34794 0.12364  0.2174
Zn 1.68808 0.80830 -0.09023  1.7049
O -0.21820 -0.00504 -0.33612  -0.7228
C -1.11286 -0.25021 0.49223  0.8008
O 1.15281 1.12922 1.75213  -0.7619
C 0.21042 0.59307 2.37375  0.9512
O 0.16740 0.66341 3.67366  -0.3948
N -0.89598 -0.06903 1.85076  -0.4678
C -1.04776 0.00167 4.14598  -0.0941
C -1.88301 -0.27606 2.93707  -0.2448
H -1.53106 0.68509 4.84914  0.2446
H -0.75629 -0.93030 4.63805  0.2267
H -2.68691 0.46175 2.83911  0.2333
H -2.30646 -1.27755 2.90382  0.2519
C -2.51239 -0.64618 0.07649  -0.3238
C -2.86949 0.00998 -1.28925  -0.3688
H -3.19624 -0.19683 0.82983  0.2288
H -2.39887 0.98467 -1.35104  0.2100
H -2.46208 -0.62849 -2.06829  0.2234
C 5.15943 5.58654 0.09297  -0.1118
C 5.94010 4.58425 -0.50392  -0.1921
C 5.41907 3.29740 -0.65416  -0.1846
C 4.11107 3.00814 -0.22648  0.1306
C 3.34183 4.00463 0.42138  -0.1865
C 3.86806 5.29089 0.56277  -0.2091
N 3.58127 1.73459 -0.46193  -0.3157
N 4.49032 0.93500 -0.98724  -0.1531
C 4.12664 -0.39001 -0.96160  0.2938
C 5.05439 -1.37108 -1.37480  -0.1799
C 4.66523 -2.70373 -1.32037  -0.1013
C 3.38691 -3.01851 -0.83319  -0.2235
C 2.53033 -2.01358 -0.43065  0.0774
N 2.87802 -0.70933 -0.53112  -0.6802
H 5.55833 6.59810 0.20132  0.2476
H 6.95028 4.79381 -0.85569  0.2484
H 5.99804 2.49720 -1.11439  0.2524
H 2.35622 3.72023 0.79373  0.2141
H 3.27180 6.06881 1.04403  0.2460
H 6.01523 -1.00327 -1.71241  0.2648
H 5.34252 -3.48254 -1.65117  0.2609
H 3.04817 -4.05343 -0.76905  0.2596
H 1.53171 -2.19247 -0.01628  0.2158

Values from the calculation:
E: -84779.722 eV
Charge: +2
Frontier orbital gap: 0.1901 hartree
Strongest force on any atom: 3.7 eV Å⁻¹

---

Record 3
The following is a quantum chemistry calculation of C23H26N4O4S2 in the gas phase in a non-equilibrium geometry, from OMol25.

Each line ends with the natural charge from an NBO analysis.
Geometry (Å):
C -6.53727 -4.13380 0.37450  -0.2763
O -6.03045 -3.27986 -0.84722  -0.4746
C -5.56529 -2.17953 -0.61936  0.2688
C -5.35692 -1.76706 0.50145  -0.3422
C -4.83663 -0.43301 0.81734  -0.2512
C -4.49536 0.26337 -0.18980  0.1127
N -3.96296 1.76939 -0.38537  -0.4237
C -2.70672 1.81940 -1.23773  -0.2001
C -1.41143 1.56324 -0.59278  -0.2386
N -1.35305 2.16351 0.96068  -0.4063
C -0.31514 2.94298 1.26571  0.6692
O -0.49840 3.70130 2.31990  -0.6864
C 0.96135 3.35122 0.27861  -0.0989
C 1.24176 4.56560 0.17773  -0.2210
C 2.46751 4.77524 -0.66723  -0.1902
C 3.07914 3.64529 -0.95793  -0.2115
C 2.70980 2.26869 -0.86053  0.1956
N 3.54467 1.33951 -1.22674  -0.5645
C 3.10638 -0.15857 -1.00274  0.5022
N 2.14471 -0.67056 -0.62248  -0.5261
C 2.05456 -1.94329 -0.73572  -0.0576
C 1.79736 -2.54888 0.61996  -0.6249
S 3.50040 -2.73466 1.36175  2.2431
O 3.65829 -3.36584 2.50903  -0.9224
O 4.16108 -1.36844 1.31806  -0.9898
C 4.09893 -3.45108 0.08954  -0.7831
C 3.36385 -2.63462 -1.23112  -0.3434
S 4.47987 -1.34265 -1.61492  0.1761
C 1.56123 2.17177 0.08838  -0.2997
C -2.33276 1.82712 1.74448  -0.2998
C -3.58593 2.18752 1.03480  -0.2397
C -4.69950 -0.15492 -1.73121  -0.1960
C -5.31605 -1.38989 -1.81980  -0.2055
H -5.58378 -4.39976 0.92696  0.2095
H -7.42652 -3.60820 0.93972  0.2078
H -6.98848 -4.95114 -0.09708  0.1978
H -5.67417 -2.17315 1.49023  0.2214
H -4.57111 0.13114 1.97039  0.2263
H -2.79267 1.60036 -2.05592  0.1512
H -2.60602 3.01761 -1.16388  0.1916
H -0.37959 1.93472 -1.19956  0.2694
H -1.32732 0.40432 -0.24989  0.1812
H 0.73696 5.54783 0.07937  0.2512
H 2.90919 5.66949 -0.99640  0.2246
H 4.12100 3.48287 -1.68165  0.1449
H 4.30433 1.44949 -1.67104  0.3895
H 1.15054 -2.50086 -1.29162  0.2281
H 1.41319 -3.46956 0.84130  0.2291
H 1.25142 -1.92219 1.30326  0.2573
H 3.63510 -4.43331 0.11903  0.2356
H 5.08336 -3.46046 -0.22905  0.2835
H 3.07024 -3.15820 -2.03818  0.2261
H 1.43801 1.07119 0.24973  0.2653
H -2.24774 2.56499 2.56690  0.2849
H -2.40466 0.91041 1.89094  0.1826
H -4.55537 2.21497 1.52025  0.2315
H -3.82684 3.47878 0.85341  0.1916
H -4.50789 0.57022 -2.49152  0.2180
H -5.42694 -1.88516 -2.70460  0.2056

Values from the calculation:
E: -60072.901 eV
SMILES: COc1ccc(N2CCN(C(=O)c3cccc(NC4=N[C@@H]5CS(=O)(=O)C[C@@H]5S4)c3)CC2)cc1
Frontier orbital gap: 0.2956 hartree
Strongest force on any atom: 19.8 eV Å⁻¹

---

Record 4
The following is a quantum chemistry calculation of C23H26N4OS in the gas phase, from OMol25.

Each line ends with the natural charge from an NBO analysis.
Geometry (Å):
C -7.36190 -1.79854 -1.97643  -0.6240
C -6.19964 -1.67711 -1.03822  -0.0354
C -5.54391 -2.81574 -0.57770  -0.1981
C -4.48379 -2.71843 0.29782  -0.2529
C -4.04777 -1.46978 0.73514  -0.0787
S -2.67726 -1.46150 1.85298  0.2596
C -2.63720 0.23869 2.51354  -0.5689
C -2.09887 1.23791 1.53713  0.2620
C -2.64956 2.47903 1.40242  -0.4339
C -2.09689 3.40285 0.45955  0.6345
O -2.46387 4.53370 0.21140  -0.6180
N -0.99331 2.87905 -0.24168  -0.6078
C -0.49856 1.62708 -0.04816  0.6431
N 0.51783 1.16865 -0.80991  -0.4026
C 1.43738 1.99858 -1.55375  -0.2129
C 2.71440 2.21956 -0.73572  -0.2267
N 3.31613 0.93336 -0.45102  -0.4433
C 4.61619 1.04729 0.18785  -0.2532
C 5.33032 -0.27769 0.19585  0.0570
C 5.35752 -1.05129 -0.95846  -0.2407
C 6.01632 -2.26643 -0.97281  -0.2029
C 6.66243 -2.72007 0.16564  -0.2165
C 6.64177 -1.95417 1.31779  -0.2079
C 5.97544 -0.74047 1.33342  -0.2326
C 2.40013 0.10957 0.31970  -0.2433
C 1.11682 -0.11084 -0.47831  -0.2316
N -1.03156 0.81741 0.83135  -0.5921
C -4.68536 -0.32804 0.27686  -0.2785
C -5.75249 -0.44055 -0.59838  -0.1887
H -7.66473 -0.82327 -2.34906  0.2143
H -7.10560 -2.43361 -2.82302  0.2165
H -8.21206 -2.25170 -1.46638  0.2182
H -5.87429 -3.79011 -0.90840  0.2091
H -3.98089 -3.60418 0.65550  0.2152
H -3.63173 0.50652 2.86794  0.2342
H -1.95904 0.15796 3.36533  0.2530
H -3.49856 2.80052 1.98260  0.2316
H -0.60442 3.50456 -0.93486  0.4164
H 0.99592 2.95589 -1.82867  0.1984
H 1.69632 1.46215 -2.47181  0.2134
H 3.41943 2.81949 -1.31618  0.2081
H 2.46200 2.77397 0.18853  0.1668
H 4.53465 1.43814 1.21783  0.1722
H 5.20809 1.76247 -0.39428  0.2088
H 4.84858 -0.69057 -1.83924  0.2225
H 6.02917 -2.86165 -1.87416  0.2129
H 7.17939 -3.66815 0.15457  0.2134
H 7.14247 -2.30304 2.20901  0.2132
H 5.95894 -0.14791 2.23746  0.2077
H 2.87996 -0.85002 0.51791  0.2225
H 2.14635 0.58167 1.28612  0.1715
H 0.39688 -0.68765 0.09923  0.2651
H 1.35127 -0.62611 -1.41307  0.2003
H -4.35888 0.65248 0.58337  0.2212
H -6.23999 0.46005 -0.94415  0.2084

Values from the calculation:
E: -43117.232 eV
SMILES: Cc1ccc(SCc2cc(=O)[nH]c(N3CCN(Cc4ccccc4)CC3)n2)cc1
Frontier orbital gap: 0.3097 hartree
Strongest force on any atom: 0.7 eV Å⁻¹